The following is a DFT calculation (the ωB97M-V functional and the def2-TZVPD basis) of a 2-piece molecular cluster, C29H53BIN4O6P overall.

Results
* molecular weight: 722.46 g/mol
* charge: 0
* spin multiplicity: 1
* HOMO: -5.816 eV
* orbital gap: 3.336 eV

```
95
Properties=species:S:1:pos:R:3:lowdin_charge:R:1
C -1.0805 1.1111 1.7644 -0.1071
C 0.0377 0.5398 1.1335 -0.1861
P 0.1175 -1.2223 0.3300 0.6153
C 0.1013 -3.0469 -0.3111 -0.2208
C 0.8207 -4.1313 0.5637 -0.1487
C 2.3620 -4.0757 0.7675 -0.3818
O 2.7476 -4.2320 1.9165 0.0692
N 3.3811 -4.0165 -0.2714 0.0786
C 4.4887 -3.1494 -0.0525 -0.2392
C 5.5269 -3.1585 -1.1252 -0.0329
C 6.6924 -2.2802 -1.0253 -0.1024
C 6.9345 -1.3865 0.1240 -0.1078
C 5.9205 -1.3694 1.1732 -0.0820
C 4.7475 -2.2244 1.0357 -0.0431
C 1.7960 -0.6966 -0.3929 -0.2343
C 2.3638 -1.3313 -1.6950 -0.2202
C 1.9144 -0.6430 -3.0679 -0.3817
C 2.3594 0.8606 -3.1858 -0.1082
C 2.7523 -1.4255 -4.1918 -0.1041
N -0.7097 -0.8440 -1.2320 -0.1644
C -0.9468 0.5514 -1.5301 -0.2887
C -1.5582 0.6243 -3.0243 -0.2052
C -1.1843 1.9712 -3.7667 -0.2413
C -1.7918 3.1444 -2.8896 -0.1517
O 0.7268 -1.6410 1.9034 -0.2575
C -0.3169 -1.9119 2.8743 -0.3392
N 0.1131 -2.9716 3.8278 0.0886
C 0.0856 -2.6119 5.0608 -0.3498
C 1.1596 -1.7088 5.7691 -0.0324
C -1.1040 -3.1694 5.9488 -0.0558
C -1.7206 -2.1113 2.1275 -0.7211
I -2.6239 -4.1441 2.1675 0.9030
C -2.7290 -1.3833 3.1563 -0.1418
B -4.0721 -0.8772 2.4064 -0.5936
O -4.7009 0.3332 2.8640 0.0734
O -4.6887 -1.5544 1.3271 0.0721
O -1.5609 -1.5173 0.8907 -0.3183
H -2.0453 1.3302 1.2482 0.0297
H -0.9542 1.4157 2.8463 0.0494
H 0.9429 1.2102 1.2384 0.0813
H -0.9992 -3.3163 -0.2468 0.0489
H 0.2787 -3.1215 -1.4233 0.0848
H 0.3339 -4.2699 1.5683 0.0600
H 0.6344 -5.1300 0.0450 0.1258
H 3.7370 -4.9630 -0.4233 0.1405
H 5.4483 -3.7910 -2.0369 0.0976
H 7.4721 -2.2439 -1.8299 0.0876
H 7.8429 -0.7494 0.2002 0.0830
H 6.0532 -0.7060 2.0658 0.0970
H 3.9790 -2.1577 1.8506 0.1037
H 2.5495 -0.8244 0.4445 0.0764
H 1.7915 0.4190 -0.5843 0.0616
H 2.2612 -2.4247 -1.8628 0.0740
H 3.4864 -1.1423 -1.6875 0.1085
H 0.8454 -0.8512 -3.3091 0.1007
H 1.9782 1.5374 -2.3816 0.0565
H 2.1513 1.2188 -4.2297 0.0717
H 3.4877 0.8656 -3.0829 0.0814
H 2.9136 -2.5014 -3.8994 0.0699
H 2.2339 -1.3886 -5.1941 0.0706
H 3.7877 -0.9833 -4.2964 0.0723
H -1.5717 -1.3928 -1.2369 0.0830
H -0.0514 1.2198 -1.5557 0.0910
H -1.7671 1.0501 -0.9197 0.0914
H -1.3405 -0.3011 -3.6182 0.0973
H -2.6890 0.6487 -2.9181 0.0952
H -1.7914 1.9691 -4.7234 0.1000
H -0.0966 2.0904 -3.9865 0.0864
H -1.7251 4.1405 -3.3927 0.0447
H -1.2363 3.2014 -1.9168 0.0719
H -2.8618 2.8930 -2.6195 0.0657
H -0.2318 -0.9800 3.5112 0.1296
H 1.1443 -1.9482 6.8735 0.0722
H 1.0051 -0.6093 5.6225 0.0793
H 2.1624 -2.0645 5.3989 0.0890
H -1.6803 -2.3519 6.4513 0.0812
H -0.6754 -3.8437 6.7545 0.0751
H -1.7624 -3.8400 5.3310 0.0464
H -2.2831 -0.4676 3.6205 0.0949
H -3.0081 -2.1161 3.9545 0.0599
H -4.6246 1.0233 2.1844 0.0803
H -4.6034 -0.9728 0.5489 0.1034
C -3.6273 8.0820 -2.7205 0.0448
C -3.7468 6.7077 -2.1523 -0.4154
O -2.9423 5.8346 -2.2254 0.1853
N -4.9880 6.2867 -1.4769 0.0857
C -4.9993 6.6381 -0.0213 0.0398
H -2.6049 8.2437 -3.0543 0.1124
H -4.3077 8.1888 -3.5685 0.1097
H -3.8692 8.8261 -1.9582 0.0983
H -5.7962 6.7018 -1.9456 0.1905
H -4.9707 5.2650 -1.5683 0.1951
H -5.9303 6.2635 0.3998 0.1135
H -4.9529 7.7209 0.0786 0.1080
H -4.1475 6.1600 0.4594 0.1231
```